Record 1
{
  "formula": "C4H7NO",
  "method": "ωB97M-V/def2-TZVPD",
  "elements": ["C", "C", "N", "C", "C", "O", "H", "H", "H", "H", "H", "H", "H"],
  "positions_angstrom": [[-0.43514, 0.96338, 1.32611], [-0.24021, 1.20356, -0.15604], [1.00709, 0.65229, -0.60631], [0.07833, -0.40167, -0.99688], [0.20193, -1.70462, -0.27226], [-0.02470, -2.75677, -0.82214], [0.29784, 0.30474, 1.80656], [-1.45653, 0.65162, 1.56570], [-0.31295, 1.96337, 1.76317], [-0.99251, 0.16879, -0.82260], [1.31546, 1.11843, -1.45514], [-0.01539, -0.53273, -2.07683], [0.51897, -1.64729, 0.78477]],
  "homo_energy_ev": -8.60,
  "e_tot_ha": -286.44451,
  "charge": 0,
  "orbital_gap_ev": 9.11
}

Record 2
{
  "formula": "C5H10NS",
  "method": "ωB97M-V/def2-TZVPD",
  "elements": ["C", "C", "C", "C", "S", "N", "C", "H", "H", "H", "H", "H", "H", "H", "H", "H", "H"],
  "positions_angstrom": [[1.98542, 1.02451, -0.21603], [0.96533, 0.17199, 0.56592], [0.02165, -0.97825, -0.08452], [-0.38685, -1.49950, -1.49528], [-1.33088, -2.74663, -2.19521], [-0.47421, 0.32534, 0.23264], [-1.71608, 0.47069, 1.03364], [1.74401, 2.12482, 0.11021], [2.09934, 0.70437, -1.27345], [2.98726, 0.76842, 0.21035], [1.08469, -0.12731, 1.61132], [-0.27533, -1.61406, 0.69359], [-0.06535, -0.87539, -2.44196], [-0.61877, 0.80394, -0.59908], [-1.87076, -0.51137, 1.61198], [-1.60076, 1.09487, 1.87885], [-2.54871, 0.86356, 0.35704]],
  "smiles": "C[C@@H]1[C@H](C=S)[N@H+]1C",
  "homo_energy_ev": -12.77,
  "e_tot_ha": -649.06218,
  "charge": 1,
  "orbital_gap_ev": 7.87
}

Record 3
{
  "formula": "C5H4ClNO3",
  "method": "ωB97M-V/def2-TZVPD",
  "elements": ["C", "C", "C", "C", "C", "N", "O", "O", "O", "Cl", "H", "H", "H", "H"],
  "positions_angstrom": [[2.14082, -0.19064, 0.76440], [1.81527, 1.17128, 0.40635], [1.11951, -0.92942, 0.26720], [0.67070, 1.14704, -0.31552], [-2.23009, -0.83601, 0.13359], [-2.73735, -0.70261, -1.03888], [-2.54947, -0.70137, -2.20619], [-2.21402, -1.54282, 1.08620], [0.19049, -0.10793, -0.38720], [-2.75096, 1.19084, 0.10536], [3.04990, -0.54427, 1.19674], [2.46217, 2.12148, 0.42753], [0.87777, -1.96806, 0.33202], [0.15527, 1.89249, -0.77162]],
  "homo_energy_ev": -9.14,
  "e_tot_ha": -933.40016,
  "charge": 0,
  "orbital_gap_ev": 7.38
}

Record 4
{
  "formula": "C29H51B2F6O15S5",
  "method": "ωB97M-V/def2-TZVPD",
  "elements": ["C", "C", "B", "O", "B", "C", "C", "O", "C", "O", "C", "F", "F", "C", "F", "F", "C", "F", "F", "C", "O", "O", "H", "H", "H", "H", "H", "H", "H", "H", "H", "H", "H", "C", "C", "C", "S", "O", "O", "C", "H", "H", "H", "H", "H", "H", "H", "H", "C", "C", "C", "S", "O", "O", "C", "H", "H", "H", "H", "H", "H", "H", "H", "C", "C", "C", "S", "O", "O", "C", "H", "H", "H", "H", "H", "H", "H", "H", "C", "C", "C", "S", "O", "O", "C", "H", "H", "H", "H", "H", "H", "H", "H", "C", "C", "C", "S", "O", "O", "C", "H", "H", "H", "H", "H", "H", "H", "H"],
  "positions_angstrom": [[-4.10842, -2.85968, -4.32613], [-2.69126, -2.79439, -3.50411], [-1.59930, -1.95522, -4.43147], [-1.83061, -1.86708, -5.91687], [-0.22589, -1.22726, -3.87544], [0.46987, -2.25572, -2.79720], [2.06765, -2.35461, -3.19470], [2.41298, -3.26171, -4.13869], [-0.42143, 0.31617, -3.34319], [0.12190, 1.30913, -4.10124], [-1.24969, 0.79487, -2.00915], [-1.52500, 2.27050, -2.17913], [-2.62030, 0.16710, -1.90937], [-0.45947, 0.52195, -0.58580], [1.00851, 0.40944, -0.78223], [-1.07517, -0.71819, 0.01703], [-0.70809, 1.71229, 0.54528], [0.16076, 2.90426, 0.34591], [-2.16231, 2.08016, 0.68466], [-0.30211, 1.04295, 2.02347], [0.76042, 0.21997, 2.19094], [-1.19437, 1.35666, 3.18285], [-5.00814, -2.86182, -3.55947], [-4.28222, -1.92230, -5.02358], [-4.13330, -3.81944, -5.03332], [-2.87659, -2.32750, -2.44570], [-2.26228, -3.88981, -3.30232], [-1.64427, -2.79124, -6.30593], [0.52094, -1.17367, -4.81147], [-0.02929, -3.31853, -2.85415], [0.42198, -1.91533, -1.67871], [2.91185, -1.70447, -2.68743], [-1.29216, 0.49458, 3.69695], [-2.84768, 5.33261, 7.08361], [-3.02815, 5.20040, 5.57214], [-2.37896, 3.88470, 5.14608], [-2.47301, 2.79953, 6.56214], [-1.12841, 2.53215, 7.02766], [-3.42415, 1.74064, 6.28914], [-3.22801, 3.97880, 7.66437], [-3.46489, 6.13526, 7.49765], [-1.79930, 5.55842, 7.31240], [-4.09836, 5.17806, 5.33321], [-2.59009, 6.04843, 5.03656], [-2.90686, 3.42976, 4.30413], [-1.32388, 4.02220, 4.89395], [-2.86040, 3.82879, 8.68091], [-4.31063, 3.82494, 7.62838], [-6.00672, 8.42258, 11.17486], [-5.47031, 7.34610, 12.11722], [-4.94058, 6.20281, 11.25331], [-4.43595, 6.93851, 9.70549], [-5.29604, 6.43629, 8.65471], [-2.99038, 6.90124, 9.60865], [-4.94169, 8.60039, 10.10302], [-6.20730, 9.36014, 11.70153], [-6.94440, 8.08177, 10.71984], [-4.65360, 7.76250, 12.71931], [-6.24132, 6.99343, 12.80937], [-4.08250, 5.71121, 11.71865], [-5.72113, 5.46723, 11.04037], [-5.31267, 9.10238, 9.20783], [-4.06972, 9.12998, 10.49831], [0.14398, 5.97186, 0.51722], [0.29918, 6.64712, -0.84460], [-0.46748, 7.96754, -0.79182], [-0.45776, 8.48293, 0.91872], [-1.81673, 8.45126, 1.41706], [0.39360, 9.64712, 1.06117], [0.40797, 7.05849, 1.54886], [0.83329, 5.13056, 0.63428], [-0.87832, 5.59054, 0.62643], [1.36115, 6.84450, -1.03488], [-0.06667, 6.01032, -1.65610], [0.01092, 8.73526, -1.40521], [-1.50836, 7.83862, -1.10103], [0.03720, 6.80565, 2.54364], [1.47239, 7.30730, 1.59518], [4.62160, -6.76895, -7.58290], [4.59536, -5.82580, -6.38108], [3.37328, -4.92182, -6.53409], [2.17553, -5.85580, -7.47470], [1.98000, -5.20080, -8.75097], [1.06923, -6.21851, -6.61157], [3.20016, -7.29160, -7.72813], [5.33735, -7.58439, -7.44366], [4.91130, -6.21322, -8.48272], [4.50691, -6.41270, -5.45877], [5.51523, -5.23718, -6.30842], [2.94578, -4.65571, -5.56407], [3.61378, -4.01549, -7.09659], [2.99998, -7.72512, -8.70944], [2.96399, -8.01429, -6.94137], [7.12817, -11.47670, -4.59836], [6.33243, -12.14171, -5.72049], [5.43832, -11.07183, -6.34498], [6.27689, -9.51371, -6.09862], [5.48084, -8.69835, -5.20552], [6.75724, -9.02361, -7.37515], [7.65510, -10.17434, -5.18225], [7.94162, -12.11611, -4.24328], [6.46616, -11.26722, -3.74966], [7.02449, -12.53158, -6.47679], [5.74031, -12.98513, -5.35180], [5.29485, -11.24190, -7.41503], [4.46842, -11.01782, -5.84293], [7.97448, -9.46043, -4.42112], [8.46875, -10.36061, -5.88958]],
  "homo_energy_ev": -5.06,
  "e_tot_ha": -4903.78301,
  "charge": -1,
  "orbital_gap_ev": 6.37
}

Record 5
{
  "formula": "C50H43Cl5O4P2S6Sn",
  "method": "ωB97M-V/def2-TZVPD",
  "elements": ["Sn", "Cl", "C", "Cl", "H", "H", "Cl", "C", "C", "C", "Cl", "C", "O", "C", "Cl", "C", "H", "H", "O", "P", "C", "P", "O", "C", "C", "C", "C", "C", "C", "C", "C", "C", "C", "C", "C", "C", "C", "C", "C", "C", "C", "C", "C", "C", "C", "C", "C", "H", "H", "H", "H", "H", "H", "H", "H", "H", "H", "H", "H", "H", "H", "H", "H", "H", "H", "H", "H", "H", "H", "O", "S", "C", "C", "C", "C", "C", "C", "C", "C", "C", "C", "C", "C", "C", "C", "H", "H", "H", "H", "H", "H", "H", "H", "H", "H", "H", "H", "H", "H", "C", "S", "C", "C", "S", "S", "C", "S", "S", "H", "H", "H"],
  "positions_angstrom": [[1.20811, -0.36334, -0.16416], [0.69304, -0.18369, 3.10582], [0.27972, -1.29360, 4.41947], [0.28213, -2.98598, 3.92521], [-0.71675, -1.04083, 4.76091], [1.01229, -1.15686, 5.20476], [5.95047, 0.95322, -6.27692], [4.93717, 0.91360, -4.86040], [4.09447, -0.15772, -4.64475], [3.30581, -0.18360, -3.51002], [2.27261, -1.55089, -3.28368], [3.30417, 0.83509, -2.52441], [2.59157, 0.85105, -1.43123], [4.17996, 1.89992, -2.82346], [4.28362, 3.23696, -1.71011], [4.98248, 1.94913, -3.94956], [4.04794, -0.97493, -5.35179], [5.64050, 2.79343, -4.10268], [-1.42755, 0.60136, 0.52157], [-2.85143, 0.60631, 0.09426], [-3.25166, -0.28315, -1.46761], [-1.89888, -1.27873, -2.18897], [-0.55129, -0.71798, -1.86996], [-2.15686, -1.26473, -3.96694], [-3.12476, -2.05048, -4.58981], [-3.23787, -2.03959, -5.97092], [-2.38041, -1.25350, -6.73097], [-1.41043, -0.47429, -6.11438], [-1.29434, -0.47804, -4.73058], [-2.12034, -2.95900, -1.61929], [-1.28150, -3.92183, -2.18973], [-1.32530, -5.22844, -1.73734], [-2.19495, -5.57665, -0.71042], [-3.01826, -4.62258, -0.13140], [-2.98412, -3.31153, -0.58492], [-3.90221, -0.16897, 1.32878], [-5.27204, -0.36966, 1.15242], [-6.01010, -1.00194, 2.14019], [-5.38271, -1.43637, 3.30236], [-4.02040, -1.24031, 3.47959], [-3.27546, -0.60412, 2.49398], [-3.43425, 2.28286, -0.21664], [-2.72129, 3.00669, -1.17903], [-3.07990, 4.31171, -1.47168], [-4.14797, 4.90208, -0.80294], [-4.85055, 4.19064, 0.15692], [-4.49491, 2.87965, 0.45400], [-3.52539, 0.44925, -2.22617], [-4.12293, -0.91283, -1.28397], [-3.77942, -2.68092, -3.99678], [-3.98448, -2.65488, -6.45675], [-2.46209, -1.25904, -7.81067], [-0.73054, 0.12334, -6.70831], [-0.52455, 0.10147, -4.23474], [-0.58415, -3.63597, -2.97000], [-0.66710, -5.97338, -2.16617], [-2.21806, -6.59808, -0.35215], [-3.67890, -4.89416, 0.68172], [-3.62012, -2.57078, -0.11366], [-5.76263, -0.03026, 0.24597], [-7.07182, -1.16337, 2.00531], [-5.96076, -1.93395, 4.07095], [-3.53702, -1.59116, 4.38301], [-2.20598, -0.45105, 2.60036], [-1.87464, 2.54491, -1.68066], [-2.53100, 4.86968, -2.21981], [-4.42541, 5.92444, -1.02734], [-5.67767, 4.65518, 0.67805], [-5.03282, 2.33201, 1.21860], [1.22100, 1.79468, 0.98604], [1.68405, 3.14613, 0.48450], [3.07834, 3.58882, 1.61331], [3.65727, 2.32590, 2.19309], [4.23495, 1.36269, 1.36422], [4.69881, 0.16868, 1.89453], [4.61026, -0.06645, 3.26326], [4.04617, 0.89161, 4.09107], [3.55578, 2.07792, 3.55469], [0.37358, 4.29482, 1.06501], [0.06054, 4.18939, 2.52471], [0.47988, 5.16564, 3.42571], [0.21279, 5.03830, 4.78237], [-0.47240, 3.92533, 5.25223], [-0.89126, 2.94746, 4.35898], [-0.63308, 3.07855, 3.00198], [2.70469, 4.24464, 2.39645], [3.79613, 4.12293, 0.98798], [4.29591, 1.54122, 0.29441], [5.12700, -0.58272, 1.24208], [4.97684, -0.99886, 3.67588], [3.97648, 0.71540, 5.15812], [3.08281, 2.81295, 4.19885], [-0.47707, 3.98370, 0.45720], [0.69044, 5.29562, 0.76087], [1.01042, 6.04091, 3.06332], [0.53669, 5.80849, 5.47145], [-0.68841, 3.82917, 6.30946], [-1.42200, 2.07333, 4.71924], [-0.95798, 2.31413, 2.30526], [4.47586, -4.75085, -2.44265], [3.32199, -5.66416, -1.38198], [3.84759, -5.07018, 0.17842], [3.37936, -3.97355, 0.81659], [2.09135, -2.89517, 0.38624], [4.17753, -3.63466, 2.33971], [5.29980, -4.94950, 2.36567], [6.37906, -5.20740, 3.57777], [5.12867, -5.95734, 0.98109], [4.13226, -4.87511, -3.47017], [5.48440, -5.14572, -2.34124], [4.44339, -3.69749, -2.17600]],
  "homo_energy_ev": -6.59,
  "e_tot_ha": -7819.30579,
  "charge": 0,
  "orbital_gap_ev": 6.53
}

Record 6
{
  "formula": "C8H24FeN10O10",
  "method": "ωB97M-V/def2-TZVPD",
  "elements": ["Fe", "O", "C", "C", "O", "H", "H", "H", "H", "C", "O", "O", "O", "C", "O", "N", "N", "H", "H", "H", "H", "C", "O", "N", "N", "H", "H", "H", "H", "C", "O", "N", "N", "H", "H", "H", "H", "C", "O", "N", "N", "H", "H", "H", "H", "C", "O", "N", "N", "H", "H", "H", "H"],
  "positions_angstrom": [[1.49483, 2.34200, 0.91633], [-0.50440, 1.70834, 0.49962], [-0.39466, 0.39259, 0.00669], [0.95800, -0.08035, -0.64719], [2.11408, 0.65702, -0.33747], [-1.19783, 0.07047, -0.67615], [-0.65415, -0.19475, 0.90490], [0.79923, -0.08697, -1.73782], [1.14656, -1.15432, -0.47467], [3.49240, 3.90576, 0.22891], [4.63154, 4.12539, -0.24619], [2.46170, 3.63961, -0.50452], [3.35469, 3.20610, 1.35080], [-3.27445, 0.40126, 3.11337], [-3.80344, 0.01228, 4.15729], [-3.89158, 0.35959, 1.90141], [-2.03599, 0.97785, 3.04269], [-3.35986, 0.67506, 1.10877], [-4.88072, 0.28226, 1.75480], [-1.70911, 1.48791, 3.84513], [-1.97299, 1.42418, 2.13833], [5.09423, -1.65580, -0.54401], [5.11229, -1.07338, -1.62791], [6.19959, -2.25799, -0.04209], [4.02078, -1.68094, 0.26937], [7.01928, -1.98205, -0.55755], [6.27949, -2.60618, 0.89342], [4.23921, -2.11332, 1.14641], [3.16937, -1.16078, 0.08556], [-3.96094, 2.23886, -0.96844], [-5.19871, 2.32095, -0.94893], [-3.11805, 2.96840, -0.22346], [-3.30195, 1.45008, -1.85669], [-2.16300, 2.66447, -0.05559], [-3.42409, 3.81799, 0.21410], [-3.79455, 0.84820, -2.48731], [-2.29469, 1.48270, -1.84534], [1.00537, -2.18278, 3.13542], [1.15049, -3.23500, 3.78480], [0.03284, -1.27845, 3.36088], [1.96509, -1.76803, 2.29371], [-0.68081, -1.40614, 4.05670], [-0.26273, -0.62497, 2.65247], [1.80736, -0.89147, 1.82622], [2.56155, -2.45658, 1.88368], [-1.47336, -2.17787, -4.30567], [-0.96056, -3.28973, -4.22415], [-1.87479, -1.44293, -3.26359], [-1.81637, -1.55914, -5.49537], [-1.60370, -1.68854, -2.32480], [-2.59834, -0.75620, -3.32846], [-1.46575, -1.87815, -6.37813], [-2.43838, -0.77648, -5.47030]],
  "spin_multiplicity": 5,
  "homo_energy_ev": [-1.25, -1.59],
  "e_tot_ha": -2883.11498,
  "charge": -2,
  "orbital_gap_ev": [5.09, 5.43]
}

Question: The lowest charge belongs to which entry?
Answer: C8H24FeN10O10

Question: Which of these has the lowest charge?
Answer: C8H24FeN10O10

Repeat the sixth record exactly.
{
  "formula": "C8H24FeN10O10",
  "method": "ωB97M-V/def2-TZVPD",
  "elements": ["Fe", "O", "C", "C", "O", "H", "H", "H", "H", "C", "O", "O", "O", "C", "O", "N", "N", "H", "H", "H", "H", "C", "O", "N", "N", "H", "H", "H", "H", "C", "O", "N", "N", "H", "H", "H", "H", "C", "O", "N", "N", "H", "H", "H", "H", "C", "O", "N", "N", "H", "H", "H", "H"],
  "positions_angstrom": [[1.49483, 2.34200, 0.91633], [-0.50440, 1.70834, 0.49962], [-0.39466, 0.39259, 0.00669], [0.95800, -0.08035, -0.64719], [2.11408, 0.65702, -0.33747], [-1.19783, 0.07047, -0.67615], [-0.65415, -0.19475, 0.90490], [0.79923, -0.08697, -1.73782], [1.14656, -1.15432, -0.47467], [3.49240, 3.90576, 0.22891], [4.63154, 4.12539, -0.24619], [2.46170, 3.63961, -0.50452], [3.35469, 3.20610, 1.35080], [-3.27445, 0.40126, 3.11337], [-3.80344, 0.01228, 4.15729], [-3.89158, 0.35959, 1.90141], [-2.03599, 0.97785, 3.04269], [-3.35986, 0.67506, 1.10877], [-4.88072, 0.28226, 1.75480], [-1.70911, 1.48791, 3.84513], [-1.97299, 1.42418, 2.13833], [5.09423, -1.65580, -0.54401], [5.11229, -1.07338, -1.62791], [6.19959, -2.25799, -0.04209], [4.02078, -1.68094, 0.26937], [7.01928, -1.98205, -0.55755], [6.27949, -2.60618, 0.89342], [4.23921, -2.11332, 1.14641], [3.16937, -1.16078, 0.08556], [-3.96094, 2.23886, -0.96844], [-5.19871, 2.32095, -0.94893], [-3.11805, 2.96840, -0.22346], [-3.30195, 1.45008, -1.85669], [-2.16300, 2.66447, -0.05559], [-3.42409, 3.81799, 0.21410], [-3.79455, 0.84820, -2.48731], [-2.29469, 1.48270, -1.84534], [1.00537, -2.18278, 3.13542], [1.15049, -3.23500, 3.78480], [0.03284, -1.27845, 3.36088], [1.96509, -1.76803, 2.29371], [-0.68081, -1.40614, 4.05670], [-0.26273, -0.62497, 2.65247], [1.80736, -0.89147, 1.82622], [2.56155, -2.45658, 1.88368], [-1.47336, -2.17787, -4.30567], [-0.96056, -3.28973, -4.22415], [-1.87479, -1.44293, -3.26359], [-1.81637, -1.55914, -5.49537], [-1.60370, -1.68854, -2.32480], [-2.59834, -0.75620, -3.32846], [-1.46575, -1.87815, -6.37813], [-2.43838, -0.77648, -5.47030]],
  "spin_multiplicity": 5,
  "homo_energy_ev": [-1.25, -1.59],
  "e_tot_ha": -2883.11498,
  "charge": -2,
  "orbital_gap_ev": [5.09, 5.43]
}

Question: The highest charge belongs to which entry?
Answer: C5H10NS